Record 1
36
Properties=species:S:1:pos:R:3:forces:R:3 method="wB97M-V/def2-TZVPD" smiles=O.O.O.O.O.O.O.O.O.O.O.O homo_ev=-8.1 largest_force_ev_per_a=7.9 relative_energy_kcal_mol=171.1 orbital_gap_ev=7.682
O -0.116 -0.884 1.427 2.68 2.43 3.34
H -0.437 -0.930 0.583 -1.35 -0.36 -3.64
H 0.448 -0.039 1.390 -1.43 -1.97 0.14
O -2.105 -0.041 -3.171 1.78 -1.57 -0.69
H -2.079 -1.012 -3.088 0.95 0.21 -0.42
H -2.939 0.007 -2.790 -2.77 1.31 1.15
O 0.146 1.915 -0.657 -1.20 0.59 -2.50
H 0.608 1.701 0.107 0.94 -0.40 2.13
H -0.739 2.260 -0.473 0.21 -0.09 0.29
O 1.469 -1.902 3.928 0.66 0.85 -1.74
H 1.226 -1.671 4.808 -0.22 0.42 0.97
H 1.745 -1.059 3.478 -0.36 -1.41 1.03
O 2.209 -0.504 -2.171 3.66 2.54 1.89
H 2.551 -0.762 -3.047 -0.08 1.20 0.51
H 2.623 -1.308 -1.717 -0.99 2.58 -0.26
O -4.544 -2.806 1.839 -1.91 -0.76 0.77
H -3.978 -2.098 1.634 1.65 1.45 -0.20
H -5.410 -2.373 1.851 -0.02 -0.22 0.38
O -3.985 -3.313 -0.569 1.96 1.04 3.51
H -4.533 -3.442 -1.266 -2.61 -0.68 -3.40
H -4.548 -3.085 0.226 0.95 -0.81 -1.10
O 1.550 -2.183 -2.689 -3.88 -6.24 -2.83
H 0.835 -1.920 -3.314 0.73 -0.02 0.78
H 1.343 -3.099 -2.543 -0.27 -1.54 -0.14
O -2.051 3.803 0.470 -3.62 -3.62 0.94
H -2.021 3.196 1.256 -0.15 0.99 -1.07
H -1.302 4.289 0.508 3.75 2.59 0.16
O 2.138 3.962 1.130 -1.00 -3.43 -0.20
H 1.211 3.639 1.185 1.02 0.01 -0.23
H 2.009 4.852 1.263 0.02 3.44 0.45
O 3.502 -0.214 2.023 -0.67 -0.65 0.27
H 3.781 0.639 1.717 0.29 0.78 -0.24
H 2.553 -0.252 1.841 0.40 -0.12 -0.21
O 3.318 1.572 -1.833 -1.16 2.31 -1.20
H 2.468 1.790 -2.391 2.39 -0.96 2.32
H 3.053 1.271 -0.949 -0.36 0.12 -1.02

Record 2
44
Properties=species:S:1:pos:R:3:forces:R:3 method="wB97M-V/def2-TZVPD" homo_ev="-16.3 / -16.3" largest_force_ev_per_a=9.5 relative_energy_kcal_mol=14.4 spin_multiplicity=2 total_charge=+2 orbital_gap_ev="6.387 / 6.655"
C 0.456 -0.289 -6.190 0.32 0.02 0.02
C 0.250 0.125 -4.765 1.61 0.35 0.77
H 1.531 -0.316 -6.388 -0.18 0.02 0.04
H -0.020 0.426 -6.871 -0.04 -0.16 0.20
H 0.029 -1.282 -6.365 -0.05 0.24 0.06
O 1.104 0.413 -3.954 -1.65 -0.52 -1.08
Cl -1.473 0.162 -4.297 -0.03 -0.01 0.21
Ti -0.139 -0.075 0.517 -4.46 0.01 1.40
P -0.094 2.304 -0.015 0.02 1.54 -0.09
C 1.157 3.289 0.843 0.31 -0.21 0.00
C -0.112 2.778 -1.749 0.13 -0.18 -0.30
H -0.296 3.855 -1.845 0.05 -0.21 0.02
H -1.770 3.961 0.463 0.01 -0.20 -0.03
H -0.890 2.211 -2.274 0.08 0.20 0.04
H -2.494 2.332 0.257 0.01 0.25 0.09
H 2.146 3.029 0.450 -0.08 0.22 0.07
H 0.847 2.508 -2.204 -0.13 0.15 -0.02
C -1.661 2.894 0.696 -0.25 -0.34 0.10
H 0.958 4.357 0.685 0.07 -0.23 0.03
H -1.677 2.751 1.784 0.04 0.07 -0.37
H 1.137 3.061 1.916 -0.03 0.14 -0.25
P 0.101 -2.531 0.366 0.34 -1.94 0.06
C 1.439 -3.311 1.317 0.23 0.36 0.03
C -1.416 -3.185 1.142 -0.28 0.52 0.04
H -0.661 -2.864 -1.892 0.12 -0.18 0.02
H 0.055 -4.371 -1.235 0.01 0.27 0.10
H 1.104 -3.019 -1.762 -0.15 -0.12 0.02
C 0.153 -3.279 -1.285 0.03 0.32 -0.30
H -2.290 -2.778 0.618 0.02 -0.23 0.13
H -1.415 -4.280 1.059 0.05 0.24 -0.01
H 1.333 -4.403 1.304 -0.04 0.29 -0.06
H 1.396 -2.941 2.348 0.03 -0.19 -0.20
H -1.474 -2.893 2.200 0.05 -0.16 -0.29
H 2.403 -3.029 0.879 -0.08 -0.17 0.09
C 1.690 0.017 1.209 8.80 0.39 3.68
O 2.770 0.069 1.670 -5.84 -0.28 -2.56
F -0.093 1.252 5.686 -0.29 -0.40 -1.93
C -0.228 1.281 4.349 0.28 1.28 1.04
F -1.062 2.306 4.017 0.77 -1.31 0.25
F 0.987 1.540 3.787 -0.91 -0.30 0.30
S -0.850 -0.336 3.599 -0.70 -0.82 1.98
O 0.268 -1.257 3.548 -0.76 0.93 -0.24
O -2.098 -0.704 4.205 1.53 0.51 -0.74
O -1.105 0.222 2.175 1.05 -0.19 -2.35

Record 3
12
Properties=species:S:1:pos:R:3:forces:R:3 method="wB97M-V/def2-TZVPD" homo_ev=-16.6 largest_force_ev_per_a=0.7 relative_energy_kcal_mol=15.8 total_charge=+1 orbital_gap_ev=11.688
C 1.010 1.264 0.540 0.02 0.30 0.62
C 0.965 -1.081 -0.079 0.13 0.25 0.14
N 0.376 0.020 0.127 -0.08 0.06 0.21
H 2.049 1.106 0.800 0.22 -0.14 -0.29
H 0.537 1.664 1.440 -0.26 -0.18 -0.18
H 0.893 1.985 -0.260 0.10 0.09 -0.13
H 2.028 -1.164 0.133 -0.08 -0.08 -0.19
H 0.381 -1.903 -0.459 0.06 -0.24 0.05
H -0.644 0.049 -0.032 -0.15 -0.01 -0.38
H -2.287 -1.390 -0.725 -0.10 0.16 -0.26
H -3.082 -0.113 -0.588 0.02 0.21 -0.12
O -2.226 -0.437 -0.898 0.10 -0.42 0.53

Record 4
38
Properties=species:S:1:pos:R:3:forces:R:3 method="wB97M-V/def2-TZVPD" homo_ev=-8.6 largest_force_ev_per_a=2.8 orbital_gap_ev=8.094
Cl 2.516 1.976 -2.622 -0.04 -0.39 -0.08
B 1.883 0.237 -2.604 0.37 -0.12 -0.06
Cl 1.977 -0.598 -4.298 -0.25 0.38 0.76
Cl 2.801 -0.814 -1.352 -0.04 -0.01 -0.02
O 0.465 0.373 -2.156 -0.15 0.60 -0.24
C -0.408 -0.537 -1.963 1.04 -1.60 -0.19
C -1.762 -0.225 -2.432 -1.29 0.52 0.51
C -2.665 -1.279 -2.639 0.44 0.51 0.24
C -4.000 -1.045 -2.931 -0.04 0.15 -0.26
C -4.463 0.273 -3.063 1.68 -0.44 0.77
Cl -6.129 0.544 -3.220 -0.77 0.24 -0.30
C -3.564 1.344 -2.934 0.19 -0.55 -0.10
C -2.213 1.099 -2.641 -0.58 -0.49 -0.09
H -0.101 -1.584 -1.846 -0.07 0.36 -1.75
H -2.243 -2.271 -2.555 -0.37 -0.24 0.07
H -4.696 -1.871 -3.059 0.15 0.17 0.03
H -3.945 2.352 -3.060 0.19 -0.09 0.03
H -1.540 1.945 -2.597 0.14 -0.11 0.21
C 2.887 1.135 4.521 -0.53 -0.22 -0.67
C 2.346 0.049 3.805 0.02 0.20 0.01
C 1.582 0.315 2.671 -0.11 0.17 -0.09
C 1.337 1.626 2.239 0.37 -0.16 0.60
C 1.812 2.703 2.978 0.12 -0.25 0.04
C 2.601 2.451 4.113 -0.03 -0.42 -0.04
S 0.423 1.651 0.742 -0.41 -0.11 -0.53
C 0.298 -0.085 0.740 0.37 -1.47 0.63
N -0.210 -1.022 -0.030 -0.63 2.35 1.28
C 0.123 -2.332 0.572 -0.31 -0.02 -0.54
C 0.962 -2.047 1.811 0.59 0.18 0.35
N 0.951 -0.592 1.833 0.18 0.14 0.14
H 3.520 0.932 5.387 -0.25 0.19 -0.26
H 2.492 -0.997 4.090 0.13 0.44 0.08
H 1.559 3.708 2.655 0.23 -0.04 0.17
H 3.008 3.275 4.695 -0.15 -0.09 -0.20
H -0.755 -2.888 0.896 -0.34 0.12 -0.42
H 0.661 -2.919 -0.169 0.08 -0.13 0.00
H 0.506 -2.453 2.727 0.21 0.11 -0.26
H 1.984 -2.429 1.696 -0.14 0.15 0.20